[1]
{"formula": "C54H126N8O2", "method": "ωB97M-V/def2-TZVPD", "species": ["O", "C", "C", "C", "C", "O", "C", "C", "H", "H", "H", "H", "H", "H", "C", "C", "N", "C", "C", "C", "C", "H", "H", "H", "H", "H", "H", "H", "H", "H", "H", "H", "H", "H", "H", "H", "C", "C", "N", "C", "C", "C", "C", "H", "H", "H", "H", "H", "H", "H", "H", "H", "H", "H", "H", "H", "H", "H", "C", "C", "N", "C", "C", "C", "C", "H", "H", "H", "H", "H", "H", "H", "H", "H", "H", "H", "H", "H", "H", "H", "C", "C", "N", "C", "C", "C", "C", "H", "H", "H", "H", "H", "H", "H", "H", "H", "H", "H", "H", "H", "H", "H", "C", "C", "N", "C", "C", "C", "C", "H", "H", "H", "H", "H", "H", "H", "H", "H", "H", "H", "H", "H", "H", "H", "C", "C", "N", "C", "C", "C", "C", "H", "H", "H", "H", "H", "H", "H", "H", "H", "H", "H", "H", "H", "H", "H", "C", "C", "N", "C", "C", "C", "C", "H", "H", "H", "H", "H", "H", "H", "H", "H", "H", "H", "H", "H", "H", "H", "C", "C", "N", "C", "C", "C", "C", "H", "H", "H", "H", "H", "H", "H", "H", "H", "H", "H", "H", "H", "H", "H"], "positions_angstrom": [[-0.39, -2.84, 1.09], [0.02, -1.56, 1.01], [0.02, -0.74, 2.14], [0.55, 0.52, 2.14], [1.09, 1.03, 0.93], [1.62, 2.26, 0.93], [1.14, 0.25, -0.20], [0.55, -1.04, -0.17], [-0.96, -3.06, 1.85], [-0.34, -1.19, 3.07], [0.54, 1.12, 3.02], [2.07, 2.56, 0.07], [1.58, 0.63, -1.09], [0.52, -1.63, -1.06], [-2.83, 2.58, -2.80], [-3.82, 1.53, -2.31], [-3.61, 0.14, -2.66], [-2.39, -0.32, -2.05], [-2.34, -1.80, -1.91], [-3.59, -0.17, -4.05], [-4.94, -0.03, -4.82], [-1.75, 2.32, -2.71], [-2.96, 3.51, -2.28], [-2.94, 2.75, -3.88], [-3.92, 1.50, -1.21], [-4.82, 1.87, -2.64], [-1.46, 0.01, -2.60], [-2.25, 0.16, -1.06], [-3.31, -2.17, -1.54], [-2.10, -2.29, -2.83], [-1.57, -2.01, -1.15], [-3.25, -1.22, -4.06], [-2.80, 0.38, -4.56], [-4.71, -0.15, -5.86], [-5.36, 0.97, -4.63], [-5.72, -0.81, -4.62], [1.16, 4.03, 4.58], [-0.16, 3.95, 3.80], [-0.54, 5.14, 2.97], [0.48, 5.46, 2.02], [-0.05, 6.35, 0.92], [-0.70, 6.28, 3.88], [-1.79, 6.03, 4.89], [1.33, 3.08, 5.07], [1.11, 4.70, 5.47], [2.00, 4.33, 4.00], [-0.08, 3.07, 3.13], [-0.95, 3.72, 4.54], [1.32, 5.93, 2.56], [0.82, 4.57, 1.58], [0.72, 6.58, 0.22], [-0.79, 5.76, 0.39], [-0.49, 7.33, 1.25], [-1.06, 7.14, 3.29], [0.28, 6.57, 4.31], [-2.08, 6.91, 5.45], [-1.42, 5.35, 5.67], [-2.62, 5.56, 4.36], [-3.90, -3.22, 4.95], [-2.72, -2.83, 4.15], [-2.52, -3.64, 2.92], [-2.31, -5.04, 3.26], [-1.31, -5.79, 2.32], [-3.51, -3.51, 1.93], [-3.85, -2.07, 1.40], [-4.81, -3.29, 4.35], [-4.16, -2.52, 5.74], [-3.67, -4.16, 5.44], [-2.86, -1.75, 3.87], [-1.83, -2.93, 4.80], [-1.85, -5.12, 4.24], [-3.30, -5.51, 3.38], [-1.70, -5.79, 1.29], [-0.36, -5.28, 2.22], [-1.19, -6.82, 2.69], [-4.41, -3.97, 2.35], [-3.20, -4.20, 1.10], [-4.36, -1.50, 2.17], [-4.59, -2.14, 0.59], [-2.95, -1.58, 1.02], [2.30, -5.70, 0.87], [2.53, -4.46, -0.02], [3.81, -3.82, 0.22], [3.93, -2.83, -0.82], [5.16, -1.88, -0.77], [4.16, -3.39, 1.57], [3.22, -2.40, 2.24], [2.36, -5.50, 1.91], [3.07, -6.50, 0.78], [1.32, -6.15, 0.61], [2.47, -4.74, -1.05], [1.65, -3.76, 0.17], [3.93, -3.37, -1.79], [3.06, -2.16, -0.81], [5.11, -1.34, -1.72], [5.09, -1.19, 0.02], [6.16, -2.36, -0.81], [5.18, -2.95, 1.50], [4.34, -4.26, 2.18], [2.31, -2.87, 2.60], [3.03, -1.56, 1.56], [3.67, -2.07, 3.14], [-4.25, 0.37, 7.83], [-2.75, 0.39, 8.08], [-2.15, 1.64, 7.71], [-0.75, 1.70, 8.07], [-0.18, 3.10, 8.06], [-2.43, 2.11, 6.38], [-1.82, 1.23, 5.23], [-4.78, 1.16, 8.43], [-4.68, -0.63, 8.06], [-4.46, 0.60, 6.79], [-2.57, 0.17, 9.14], [-2.30, -0.42, 7.49], [-0.69, 1.24, 9.06], [-0.25, 1.06, 7.37], [-0.81, 3.74, 8.71], [0.87, 2.98, 8.46], [-0.12, 3.54, 7.07], [-1.98, 3.09, 6.27], [-3.49, 2.23, 6.23], [-0.70, 1.22, 5.20], [-2.20, 1.59, 4.27], [-2.30, 0.25, 5.25], [4.30, 1.36, -1.82], [3.48, 2.54, -2.27], [2.97, 3.42, -1.19], [4.10, 4.06, -0.51], [3.73, 4.85, 0.74], [2.07, 4.43, -1.70], [1.01, 3.88, -2.61], [5.28, 1.66, -1.49], [4.32, 0.67, -2.62], [3.81, 0.84, -0.95], [4.13, 3.01, -3.02], [2.57, 2.18, -2.77], [4.81, 3.28, -0.32], [4.65, 4.74, -1.23], [4.66, 4.94, 1.31], [3.27, 5.85, 0.66], [3.12, 4.30, 1.44], [2.69, 5.11, -2.38], [1.60, 5.00, -0.85], [1.46, 3.45, -3.49], [0.30, 4.60, -2.98], [0.42, 3.15, -2.06], [2.38, -5.09, -5.41], [0.87, -4.88, -5.50], [0.13, -5.35, -4.35], [-1.25, -5.77, -4.73], [-2.24, -4.81, -5.31], [0.11, -4.41, -3.25], [-0.82, -4.80, -2.04], [2.67, -6.14, -5.48], [2.65, -4.81, -4.39], [2.91, -4.60, -6.20], [0.68, -3.81, -5.70], [0.54, -5.45, -6.37], [-1.02, -6.59, -5.43], [-1.68, -6.24, -3.84], [-1.81, -4.34, -6.17], [-3.19, -5.29, -5.52], [-2.37, -3.94, -4.65], [-0.18, -3.41, -3.57], [1.10, -4.22, -2.90], [-0.56, -4.14, -1.20], [-0.65, -5.83, -1.79], [-1.88, -4.66, -2.33], [3.35, 3.29, -6.36], [2.75, 1.87, -6.08], [1.48, 1.81, -5.46], [0.48, 2.63, -6.15], [0.17, 2.20, -7.58], [1.02, 0.42, -5.35], [1.76, -0.50, -4.37], [4.31, 3.25, -6.82], [3.45, 3.83, -5.44], [2.67, 3.81, -7.04], [2.69, 1.37, -7.03], [3.49, 1.33, -5.46], [-0.45, 2.53, -5.65], [0.85, 3.67, -6.20], [-0.40, 2.88, -8.21], [1.15, 2.13, -8.06], [-0.30, 1.20, -7.55], [1.05, 0.00, -6.35], [-0.05, 0.33, -5.12], [1.57, -0.09, -3.36], [2.83, -0.54, -4.48], [1.34, -1.50, -4.40]], "smiles": "Oc1ccc(O)cc1.CCN(CC)CC.CCN(CC)CC.CCN(CC)CC.CCN(CC)CC.CCN(CC)CC.CCN(CC)CC.CCN(CC)CC.CCN(CC)CC", "homo_lumo_gap_ev": 8.16, "largest_force_ev_per_a": 2.96, "e_homo_ev": -7.44}

[2]
{"formula": "C29H48Cl2N3O4SeSiY", "method": "ωB97M-V/def2-TZVPD", "species": ["C", "C", "H", "H", "H", "C", "C", "H", "H", "H", "H", "Y", "Cl", "C", "O", "N", "C", "C", "H", "H", "H", "H", "H", "H", "H", "H", "H", "C", "C", "N", "H", "C", "O", "H", "H", "H", "H", "H", "H", "C", "C", "N", "H", "C", "O", "H", "H", "H", "H", "O", "C", "C", "C", "H", "C", "H", "C", "H", "C", "C", "H", "H", "H", "Si", "Cl", "C", "C", "C", "H", "H", "H", "H", "H", "H", "H", "H", "H", "Se", "C", "C", "C", "C", "C", "C", "H", "H", "H", "H", "H"], "positions_angstrom": [[-1.32, -0.25, -4.35], [-0.85, -1.45, -3.59], [-1.06, -0.32, -5.41], [-0.87, 0.65, -3.92], [-2.42, -0.14, -4.29], [-0.31, -2.54, -4.18], [0.07, -2.64, -5.61], [-0.17, -3.46, -3.61], [0.34, -1.66, -6.04], [-0.73, -3.08, -6.23], [0.95, -3.30, -5.72], [1.07, 0.69, 0.10], [2.95, 2.41, -0.15], [0.00, -2.09, 1.79], [0.74, -1.10, 1.54], [0.38, -3.11, 2.55], [1.78, -3.27, 2.95], [-0.52, -4.20, 2.92], [-1.04, -2.13, 1.42], [2.32, -2.34, 2.76], [2.24, -4.09, 2.40], [1.80, -3.51, 4.02], [-1.55, -3.92, 2.66], [-0.45, -4.37, 4.01], [-0.25, -5.12, 2.39], [0.79, 2.43, 5.35], [-1.32, 4.35, 4.55], [1.28, 3.03, 4.56], [-0.52, 4.60, 3.84], [0.32, 3.45, 3.54], [2.09, 2.45, 4.11], [0.12, 2.71, 2.46], [0.83, 1.74, 2.12], [-0.96, 4.96, 2.90], [-0.77, 2.99, 1.87], [1.68, 3.94, 5.03], [0.11, 5.39, 4.28], [1.62, -0.30, -3.32], [2.63, -3.06, -3.67], [2.69, -0.21, -3.09], [3.53, -2.57, -3.25], [3.15, -1.43, -2.41], [2.86, 0.67, -2.45], [3.32, -1.49, -1.08], [2.85, -0.65, -0.29], [4.07, -3.29, -2.63], [3.89, -2.36, -0.72], [3.25, -0.11, -4.03], [4.17, -2.23, -4.08], [-0.11, -0.45, -1.53], [-1.00, -1.35, -2.07], [0.43, -3.25, -1.28], [-0.85, -2.71, -1.38], [1.26, -2.66, -1.68], [0.62, -4.52, -0.74], [-2.02, -0.97, -1.88], [-1.96, -3.41, -0.90], [1.64, -4.92, -0.66], [-0.49, -5.26, -0.34], [-1.77, -4.71, -0.42], [-2.94, -2.93, -0.94], [-0.36, -6.28, 0.01], [-2.64, -5.29, -0.12], [-0.17, 4.29, -1.94], [-0.18, 2.13, -1.81], [1.57, 4.95, -1.96], [-1.17, 4.84, -0.47], [-1.03, 4.68, -3.55], [2.32, 4.15, -2.03], [1.78, 5.50, -1.04], [1.69, 5.64, -2.81], [-0.34, 4.59, -4.39], [-1.40, 5.71, -3.50], [-1.89, 4.01, -3.73], [-1.33, 4.05, 0.27], [-2.16, 5.18, -0.80], [-0.66, 5.68, 0.03], [-2.46, 0.56, 0.98], [-2.59, 0.77, 2.80], [-3.71, 1.43, 3.38], [-3.73, 1.74, 4.74], [-2.67, 1.37, 5.57], [-1.58, 0.66, 5.03], [-1.56, 0.34, 3.68], [-4.53, 1.72, 2.73], [-4.59, 2.28, 5.15], [-2.67, 1.62, 6.64], [-0.76, 0.34, 5.67], [-0.72, -0.20, 3.26]], "relative_energy_kj_mol": 91.9, "homo_lumo_gap_ev": 6.37, "largest_force_ev_per_a": 2.63, "e_homo_ev": -5.95}

[3]
{"formula": "C33H50N6O8", "method": "ωB97M-V/def2-TZVPD", "species": ["C", "H", "H", "H", "C", "C", "H", "H", "H", "C", "H", "H", "H", "O", "C", "O", "N", "H", "C", "C", "C", "C", "H", "H", "C", "N", "C", "O", "C", "C", "N", "C", "N", "H", "H", "C", "O", "N", "C", "C", "C", "C", "C", "C", "C", "H", "H", "C", "N", "C", "O", "O", "C", "C", "H", "H", "H", "C", "H", "H", "H", "C", "H", "H", "H", "H", "H", "H", "H", "H", "H", "H", "H", "H", "C", "O", "O", "C", "C", "H", "H", "H", "C", "H", "H", "H", "C", "H", "H", "H", "H", "H", "H", "H", "H", "H", "H"], "positions_angstrom": [[2.34, -0.76, -2.34], [1.87, -0.72, -1.36], [2.44, 0.25, -2.73], [3.34, -1.19, -2.23], [1.50, -1.60, -3.30], [0.12, -0.96, -3.49], [0.22, 0.03, -3.92], [-0.39, -0.88, -2.53], [-0.49, -1.58, -4.14], [2.20, -1.78, -4.64], [2.36, -0.81, -5.11], [3.16, -2.26, -4.49], [1.60, -2.40, -5.30], [1.20, -2.88, -2.70], [2.20, -3.71, -2.31], [3.38, -3.54, -2.49], [1.66, -4.75, -1.65], [0.65, -4.77, -1.57], [2.45, -5.78, -1.01], [2.27, -5.81, 0.51], [3.25, -4.92, 1.29], [3.11, -3.41, 1.08], [3.22, -3.16, 0.03], [3.93, -2.92, 1.62], [1.81, -2.81, 1.62], [0.70, -3.11, 0.76], [-0.58, -2.90, 1.10], [-0.93, -2.50, 2.20], [-1.52, -3.22, 0.01], [-2.84, -2.85, -0.18], [-3.20, -3.41, -1.37], [-2.14, -4.09, -1.85], [-1.12, -4.00, -1.05], [-2.15, -4.63, -2.77], [-4.12, -3.28, -1.77], [-3.84, -2.02, 0.53], [-4.90, -1.76, -0.03], [-3.50, -1.65, 1.77], [-4.34, -0.78, 2.57], [-3.76, 0.60, 2.65], [-3.26, 1.11, 3.84], [-2.69, 2.37, 3.88], [-2.60, 3.15, 2.73], [-3.11, 2.64, 1.54], [-3.68, 1.38, 1.50], [-4.07, 1.00, 0.57], [-3.05, 3.22, 0.63], [-1.95, 4.51, 2.82], [-1.84, 5.20, 1.56], [-0.76, 5.06, 0.75], [0.25, 4.48, 1.07], [-1.00, 5.68, -0.42], [0.03, 5.75, -1.43], [-0.62, 6.54, -2.57], [0.08, 6.67, -3.39], [-0.93, 7.52, -2.21], [-1.50, 6.02, -2.93], [0.42, 4.35, -1.91], [-0.47, 3.81, -2.22], [0.90, 3.80, -1.11], [1.10, 4.43, -2.75], [1.25, 6.50, -0.90], [0.96, 7.49, -0.54], [1.70, 5.95, -0.08], [1.99, 6.62, -1.69], [-2.67, 5.63, 1.17], [-2.49, 5.14, 3.52], [-0.92, 4.38, 3.19], [-2.30, 2.75, 4.81], [-3.30, 0.51, 4.74], [-4.45, -1.21, 3.57], [-5.32, -0.75, 2.08], [-2.58, -1.90, 2.13], [0.90, -3.31, -0.21], [1.97, -1.29, 1.83], [2.77, -0.84, 2.60], [1.14, -0.62, 1.06], [0.93, 0.82, 1.23], [0.47, 1.10, 2.66], [0.22, 2.15, 2.74], [-0.40, 0.50, 2.90], [1.27, 0.87, 3.36], [2.19, 1.60, 0.89], [1.97, 2.66, 0.98], [2.99, 1.35, 1.59], [2.52, 1.38, -0.12], [-0.19, 1.14, 0.24], [-1.07, 0.54, 0.47], [0.13, 0.94, -0.78], [-0.44, 2.19, 0.34], [1.60, -3.21, 2.62], [3.12, -5.13, 2.36], [4.26, -5.20, 1.02], [1.24, -5.55, 0.76], [2.44, -6.83, 0.85], [2.16, -6.75, -1.43], [3.49, -5.59, -1.27]], "homo_lumo_gap_ev": 9.52, "largest_force_ev_per_a": 0.89, "e_homo_ev": -8.97}

[4]
{"formula": "C5H7NO2", "method": "ωB97M-V/def2-TZVPD", "species": ["C", "C", "C", "C", "C", "H", "H", "H", "H", "H", "H", "H", "N", "O", "O"], "positions_angstrom": [[-0.68, 0.24, 0.00], [0.61, 0.94, 0.63], [1.29, -0.28, -0.05], [0.28, -0.16, -1.17], [-1.02, -0.94, 0.86], [-1.90, 1.52, -0.79], [0.69, 1.05, 1.73], [0.82, 1.90, 0.09], [2.40, -0.26, -0.38], [-0.08, -1.05, -1.74], [0.61, 0.59, -1.96], [-2.03, -1.10, 1.04], [-0.12, -1.76, 1.25], [-1.91, 0.89, -0.11], [1.04, -1.58, 0.61]], "relative_energy_kj_mol": 357.8, "homo_lumo_gap_ev": 9.96, "largest_force_ev_per_a": 3.16, "e_homo_ev": -9.28}

[5]
{"formula": "C11H15O2S", "method": "ωB97M-V/def2-TZVPD", "species": ["C", "C", "C", "C", "C", "C", "C", "C", "C", "C", "C", "O", "O", "S", "H", "H", "H", "H", "H", "H", "H", "H", "H", "H", "H", "H", "H", "H", "H"], "positions_angstrom": [[0.62, 1.67, -1.72], [-0.19, 0.76, -0.95], [1.90, 1.87, -1.35], [-1.38, 1.05, -0.43], [3.27, 0.96, 0.65], [2.55, 1.16, -0.38], [-1.13, 0.05, 1.90], [-1.89, -1.35, 0.01], [-3.40, 0.64, 0.98], [3.82, -2.06, -1.08], [-2.01, 0.08, 0.59], [3.82, 0.38, 1.59], [1.61, -3.14, -0.47], [2.56, -2.00, -0.10], [0.14, 2.07, -2.54], [0.42, -0.01, -0.49], [2.48, 2.61, -1.99], [-1.71, -0.27, 2.74], [-0.42, -0.79, 1.63], [-0.63, 0.96, 2.01], [-2.20, -2.09, 0.66], [-2.62, -1.48, -0.71], [-0.87, -1.48, -0.32], [-3.61, 1.62, 0.36], [-4.23, -0.09, 0.75], [-3.58, 0.78, 2.01], [-1.87, 2.02, -0.63], [4.00, -2.72, -1.91], [4.58, -1.19, -0.81]], "charge": -1, "relative_energy_kj_mol": 428.1, "homo_lumo_gap_ev": 6.24, "largest_force_ev_per_a": 3.68, "e_homo_ev": -3.00}

[6]
{"formula": "C4HCl2N3", "method": "ωB97M-V/def2-TZVPD", "species": ["N", "C", "N", "C", "N", "C", "C", "Cl", "Cl", "H"], "positions_angstrom": [[-0.42, 1.07, 3.21], [-0.23, 0.99, 2.05], [0.34, 0.88, 0.94], [0.28, -0.04, 0.07], [1.28, -0.18, -0.85], [1.71, 0.71, -1.58], [1.91, 1.94, -1.93], [3.16, 3.05, -1.32], [1.23, 2.45, -3.47], [-0.53, -0.82, -0.11]], "smiles": "N#C/N=C/N=C=C(Cl)Cl", "relative_energy_kj_mol": 255.6, "homo_lumo_gap_ev": 8.52, "largest_force_ev_per_a": 6.82, "e_homo_ev": -9.91}

| no. | M (g/mol) |
| --- | --- |
| 1 | 919.66 |
| 2 | 769.58 |
| 3 | 658.80 |
| 4 | 113.12 |
| 5 | 211.31 |
| 6 | 161.98 |